Record 1
{"formula": "C7H7BrF2", "method": "ωB97M-V/def2-TZVPD", "elements": ["Br", "H", "C", "C", "H", "H", "C", "C", "H", "C", "H", "H", "C", "H", "F", "C", "F"], "xyz": [[2.816, -0.966, 0.013], [0.126, 0.568, -0.646], [-0.318, -0.388, -0.588], [-0.373, -0.760, 0.695], [1.585, 2.694, 0.868], [0.690, -1.843, -1.615], [1.643, 1.557, 1.025], [-0.257, -1.218, -1.779], [-1.048, -1.976, -1.960], [-0.087, 0.122, 1.865], [0.805, 1.651, 3.082], [-0.799, -0.024, 2.680], [0.797, 1.073, 2.066], [-0.288, -0.540, -2.600], [-0.812, -1.964, 1.250], [2.320, 0.859, 0.098], [2.896, 1.512, -0.987]], "atomic_forces_ev_per_a": [[-0.11, 0.65, 0.35], [-0.06, 0.99, -0.33], [-0.24, -1.46, 2.54], [-0.59, 0.67, 1.21], [0.37, -1.80, -0.01], [-1.02, 1.01, -1.10], [1.37, 1.66, -2.08], [0.13, -2.29, -0.08], [0.17, 0.59, 0.52], [-1.75, -0.95, 0.48], [-0.08, -1.16, -2.08], [0.25, -0.35, -0.11], [0.24, 1.09, 2.20], [0.63, -0.02, -1.06], [0.46, 0.75, -1.53], [0.99, 1.20, -0.30], [-0.74, -0.59, 1.39]], "mulliken_charge": [-0.07, 0.42, -0.50, 0.71, 0.28, 0.14, -0.19, -0.95, 0.32, -0.35, 0.25, 0.33, -0.23, 0.33, -0.33, 0.12, -0.28], "fmax_ev_per_a": 2.99, "e_tot_ha": -3044.56740, "lumo_energy_ev": 0.222, "gap_ev": 8.95, "homo_energy_ev": -8.724, "e_above_lowest_kj_mol": 151.70, "smiles": "C/C=C(F)/C=C\\C=C(\\F)Br"}


Record 2
{"formula": "C4H12NS", "method": "ωB97M-V/def2-TZVPD", "elements": ["H", "H", "N", "H", "C", "C", "S", "H", "H", "H", "C", "H", "C", "H", "H", "H", "H", "H"], "xyz": [[1.748, -2.776, -0.394], [0.590, -1.606, -0.993], [-1.171, 0.029, 1.008], [-1.167, 1.995, 0.098], [-1.499, 0.982, -0.063], [1.807, 0.984, 0.061], [2.643, -0.625, -0.041], [-1.882, -0.687, 1.164], [-2.194, 1.208, -2.008], [-0.248, -0.401, 0.824], [1.275, -1.824, -0.170], [2.529, 1.769, -0.164], [-2.121, 0.557, -1.150], [1.088, 1.135, -0.745], [0.733, -1.976, 0.768], [-1.016, 0.513, 1.901], [-2.547, -0.439, -1.165], [1.434, 1.162, 1.069]], "atomic_forces_ev_per_a": [[0.04, -0.03, 0.00], [0.04, 0.10, 0.00], [0.55, 0.54, 0.84], [0.30, -0.08, 0.09], [-0.44, -0.06, -0.85], [0.29, -0.08, -0.37], [-0.13, -0.01, -0.14], [0.04, -0.10, -0.18], [-0.39, 0.01, 0.04], [-0.36, -0.22, -0.22], [0.19, 0.34, -0.04], [0.33, -0.23, 0.31], [0.26, 0.06, 0.74], [-0.35, -0.31, 0.22], [0.05, -0.03, 0.09], [-0.34, 0.01, -0.05], [0.15, -0.07, -0.41], [-0.25, 0.17, -0.07]], "mulliken_charge": [0.35, 0.31, -0.04, 0.41, -0.07, -0.82, 0.00, 0.43, 0.28, -0.22, -0.92, 0.36, -0.64, 0.24, 0.34, 0.43, 0.24, 0.31], "fmax_ev_per_a": 1.13, "e_tot_ha": -612.23988, "lumo_energy_ev": -3.620, "gap_ev": 8.61, "homo_energy_ev": -12.228, "e_above_lowest_kj_mol": 170.18, "total_charge": 1}


Record 3
{"formula": "C37H30KN3O2P", "method": "ωB97M-V/def2-TZVPD", "elements": ["H", "C", "H", "H", "H", "H", "H", "C", "C", "H", "C", "C", "H", "C", "C", "C", "H", "H", "P", "C", "H", "C", "H", "H", "H", "H", "C", "C", "C", "C", "C", "C", "C", "H", "C", "C", "H", "C", "H", "H", "H", "H", "C", "H", "H", "O", "C", "C", "C", "H", "H", "N", "H", "C", "N", "H", "C", "K", "H", "C", "O", "H", "C", "C", "H", "N", "C", "C", "C", "C", "C", "C", "C", "C"], "xyz": [[2.184, 0.300, -0.087], [0.219, 6.091, 1.620], [4.335, -1.887, -5.506], [-1.601, 2.175, -2.536], [-1.900, -0.170, -3.245], [-4.374, 1.562, 0.657], [3.483, -3.741, 2.570], [1.092, 0.873, -3.229], [-2.694, -4.293, 3.245], [3.586, -2.399, -1.479], [-4.038, -0.121, -0.628], [0.887, -2.474, 0.685], [-2.909, -3.673, 1.195], [1.385, 0.157, -2.067], [-2.713, -3.361, 2.214], [-2.307, 1.540, -2.019], [4.761, -3.339, 0.467], [2.128, 3.957, -2.302], [0.823, -1.590, -1.946], [1.941, 2.893, -2.244], [-1.049, 3.903, 4.507], [-2.401, -3.853, 4.525], [-0.193, 3.286, 0.243], [3.550, -4.105, -6.297], [-2.836, 3.039, -0.585], [-1.509, 0.083, 4.828], [3.040, -2.569, -0.555], [-3.007, 2.026, -0.923], [3.048, -3.608, -5.476], [1.743, -2.322, -3.359], [2.229, 2.195, -1.084], [1.672, -2.265, -0.472], [-0.563, 3.949, 2.445], [1.606, -5.175, -5.194], [1.957, 0.839, -1.001], [-3.869, 1.196, -0.226], [0.636, 0.368, -4.073], [-2.476, 0.225, -2.418], [3.192, -0.767, -3.651], [-3.450, -1.643, -2.019], [-1.874, -2.116, 5.691], [-2.891, -5.333, 3.029], [-2.133, -2.509, 4.717], [1.131, -3.214, 2.698], [0.331, 7.679, 3.044], [-0.637, 2.049, 1.046], [1.378, 2.222, -3.323], [-0.376, 5.855, 3.934], [1.960, -4.207, -4.860], [-0.485, 6.276, 4.925], [1.144, 2.760, -4.235], [-2.478, -2.073, 2.384], [2.638, 2.714, -0.228], [-1.835, -0.219, 3.829], [-1.856, 0.615, 2.867], [0.459, -4.041, -3.349], [0.080, 6.639, 2.878], [-0.969, -0.341, 0.613], [-2.367, -4.540, 5.361], [1.635, -3.014, 1.751], [0.043, 4.257, 0.146], [0.572, 6.668, 0.776], [3.484, -2.367, -5.036], [2.983, -3.324, 1.699], [-4.679, -0.782, -0.058], [-1.479, 1.908, 3.213], [-3.345, -0.607, -1.726], [-0.929, 2.518, 2.190], [-0.690, 4.530, 3.704], [3.705, -3.099, 0.530], [1.312, -3.565, -3.818], [-2.178, -1.649, 3.617], [-0.102, 4.747, 1.395], [2.839, -1.734, -3.987]], "atomic_forces_ev_per_a": [[0.01, -0.01, -0.01], [-0.04, -0.12, -0.06], [0.01, -0.02, -0.02], [0.03, 0.04, -0.02], [-0.02, 0.01, 0.00], [-0.03, 0.02, 0.03], [-0.01, -0.01, -0.01], [-0.06, -0.01, -0.07], [-0.02, -0.02, -0.11], [0.02, 0.01, 0.02], [-0.08, -0.10, 0.10], [0.02, 0.11, -0.32], [-0.02, -0.04, -0.02], [-0.10, -0.12, 0.01], [-0.02, -0.27, 0.05], [0.03, 0.05, -0.01], [-0.01, 0.01, 0.01], [0.01, 0.02, 0.02], [-0.13, -0.05, 0.05], [0.00, 0.04, -0.05], [-0.02, -0.04, 0.03], [0.01, 0.04, 0.01], [0.05, -0.15, -0.05], [0.01, 0.00, -0.01], [-0.02, 0.02, 0.00], [-0.08, 0.00, -0.04], [0.01, 0.09, -0.23], [0.06, 0.13, 0.02], [0.06, 0.00, -0.06], [0.00, 0.01, 0.02], [-0.02, 0.18, -0.03], [0.24, -0.16, -0.02], [-0.12, 0.05, 0.15], [0.02, 0.00, -0.02], [0.04, -0.25, 0.20], [-0.04, 0.00, 0.08], [-0.02, -0.04, 0.00], [0.08, -0.11, -0.12], [0.01, -0.01, 0.01], [0.00, -0.03, -0.03], [-0.01, -0.01, 0.02], [0.00, -0.03, 0.04], [0.00, 0.00, -0.20], [-0.04, 0.02, 0.00], [0.01, 0.04, -0.01], [-0.07, 0.08, 0.08], [0.03, 0.11, -0.01], [0.01, 0.06, 0.03], [0.00, -0.08, -0.06], [0.01, 0.02, 0.01], [0.00, 0.01, -0.01], [0.06, 0.35, 0.14], [0.02, 0.02, 0.03], [-0.15, -0.28, -0.16], [0.19, 0.44, 0.67], [-0.03, 0.03, 0.05], [0.02, -0.01, -0.01], [-0.18, -0.69, -0.62], [-0.01, -0.03, -0.04], [-0.14, -0.04, 0.28], [0.02, 0.41, 0.14], [0.02, 0.07, -0.01], [0.04, -0.06, -0.09], [0.16, -0.05, 0.02], [-0.03, 0.01, -0.01], [-0.29, -0.88, -0.21], [0.02, -0.06, -0.01], [0.25, 0.83, 0.27], [-0.05, -0.09, 0.11], [0.05, -0.06, 0.10], [-0.03, -0.03, 0.04], [0.08, 0.40, 0.26], [0.15, 0.13, -0.43], [0.00, 0.08, 0.07]], "mulliken_charge": [0.38, -0.63, 0.39, 0.32, 0.27, 0.30, 0.34, -0.57, -0.76, 0.25, -0.35, -0.72, 0.43, 0.50, -0.13, -0.24, 0.38, 0.38, 0.24, -0.26, 0.44, -0.30, 0.10, 0.36, 0.27, 0.25, -0.30, -0.31, -0.43, 0.07, -0.60, 0.42, 0.32, 0.38, -0.14, -0.13, 0.40, -0.31, 0.38, 0.32, 0.37, 0.36, -0.87, 0.37, 0.36, -0.04, -0.85, -0.76, -0.55, 0.38, 0.37, -0.06, 0.29, -0.60, 0.09, 0.36, -0.30, 1.12, 0.41, -0.38, -0.61, 0.42, -0.74, -0.57, 0.27, -0.91, -0.31, 0.45, -0.46, -0.71, -0.52, 0.82, 0.11, -0.02], "fmax_ev_per_a": 0.95, "e_tot_ha": -2684.04109, "lumo_energy_ev": 2.271, "gap_ev": 6.11, "homo_energy_ev": -3.841, "e_above_lowest_kj_mol": 50.73, "total_charge": -1}


- Number 3 is which compound?
  C37H30KN3O2P